# 1
Formula: C21H33BrGdI2NO3PS2
Source: the OMol25 dataset
Level of theory: ωB97M-V with the def2-TZVPD basis set

Element x y z (Å)
Gd  -0.7529  -0.0961  -0.2177
C  -1.9381  -1.9814  2.3668
C  -1.6665  -0.6028  2.6480
C  -2.7825  0.1598  2.2572
C  -3.7904  -0.7301  1.7536
C  -3.2608  -2.0906  1.7644
C  -4.1603  -3.2506  2.1792
C  -5.1631  -0.3514  1.3612
C  -2.9663  1.6118  2.5324
C  -0.5626  -0.0959  3.5180
C  -1.0652  -3.1361  2.6802
H  -3.8843  -3.5808  3.1813
H  -4.0922  -4.1083  1.5145
H  -5.2008  -2.9310  2.2055
H  -5.1782  0.6249  0.8770
H  -5.8059  -0.2922  2.2478
H  -5.5954  -1.0861  0.6824
H  -3.8937  1.9942  2.1142
H  -2.1442  2.1987  2.1208
H  -2.9707  1.7761  3.6144
H  -0.1507  0.8404  3.1419
H  0.2491  -0.8106  3.6143
H  -0.9782  0.0957  4.5130
H  -1.2192  -3.9455  1.9653
H  -1.2970  -3.5304  3.6769
H  -0.0110  -2.8585  2.6867
O  0.0007  -2.1173  -6.6542
C  -0.1682  -1.6474  -5.4103
C  -0.7719  -0.4265  -5.1196
C  -0.8996  -0.0557  -3.8004
N  -0.4591  -0.8031  -2.7746
C  0.1231  -1.9548  -3.0893
Br  0.7749  -2.9719  -1.6377
C  0.2959  -2.4396  -4.3655
H  -0.3618  -1.5057  -7.3035
H  -1.1450  0.2206  -5.9026
H  -1.3803  0.8755  -3.5323
H  0.7703  -3.3901  -4.5573
I  -2.9762  1.5571  -1.2197
I  -2.8448  -2.5057  -0.5687
C  4.0063  1.4374  2.6365
C  4.0428  2.3148  1.4067
C  3.5441  3.7220  1.6420
O  3.3122  1.6960  0.2796
P  1.8666  1.1003  0.2105
S  0.3839  2.3029  0.7415
S  1.6582  -0.7084  1.0249
O  1.6194  0.8497  -1.3478
C  2.4916  1.0118  -2.5207
C  2.8125  2.4723  -2.7412
C  3.6949  0.1000  -2.4209
H  4.7123  1.8363  3.3662
H  4.2907  0.4124  2.4044
H  3.0145  1.4295  3.0914
H  5.0563  2.3504  1.0102
H  2.5395  3.7211  2.0631
H  3.5373  4.2981  0.7173
H  4.2126  4.2160  2.3489
H  1.8439  0.6603  -3.3249
H  3.4653  2.8556  -1.9587
H  1.9014  3.0698  -2.7682
H  3.3262  2.5816  -3.6978
H  4.4090  0.4591  -1.6812
H  4.1927  0.0650  -3.3912
H  3.3888  -0.9124  -2.1544

Its multiplicity is 8. As for the molar mass: 933.6 g/mol. The value obtained for the HOMO-LUMO gap (alpha / beta) is 6.2142 / 4.7986 eV. The net charge is +1. For the HOMO energy (alpha / beta), the calculation gives -10.6 / -10.5 eV. For the energy above the lowest of the compared OMol25 structures with the same formula, charge and spin, the calculation gives 8.98 kcal per mole.

Results of the Löwdin charge analysis, in e, for atoms 1 through 5: Gd 0.64; C -0.29; C -0.27; C -0.27; C -0.31


# 2
Formula: C21H33GeN6O2S2SeV
Source: the OMol25 dataset
Level of theory: ωB97M-V with the def2-TZVPD basis set

Element x y z (Å)
V  -0.0152  -0.1215  0.3424
N  3.8649  1.7595  -6.0755
C  3.7372  1.2608  -4.7867
C  4.6919  1.5575  -3.8114
C  4.5855  1.0254  -2.5395
C  3.5332  0.1811  -2.2296
C  2.5791  -0.1264  -3.1905
C  2.6754  0.4106  -4.4591
S  3.3830  -0.5009  -0.6108
O  4.5528  -0.1377  0.1343
O  3.0536  -1.8946  -0.7657
N  2.0500  0.1827  0.0239
C  1.9586  1.5158  0.2100
N  2.8960  2.4031  -0.1313
C  2.5715  3.6775  0.0318
C  1.3333  4.1073  0.4981
C  0.4262  3.1167  0.8278
N  0.7392  1.8333  0.7236
H  4.4383  2.5794  -6.1791
H  3.0239  1.7882  -6.6266
H  5.5208  2.2117  -4.0560
H  5.3085  1.2671  -1.7723
H  1.7616  -0.7944  -2.9449
H  1.9333  0.1654  -5.2102
H  3.3362  4.3984  -0.2396
H  1.0924  5.1540  0.6004
H  -0.5682  3.3392  1.1957
C  -3.7679  0.1017  1.7898
N  -4.1891  -0.3557  0.4731
C  -5.2410  -1.2074  0.2141
C  -5.2701  -1.4089  -1.1199
N  -4.2310  -0.6792  -1.6583
C  -3.8372  -0.6687  -3.0584
C  -3.5618  -0.0445  -0.6724
Se  -2.0829  1.0544  -0.9034
H  -4.5506  -0.1393  2.5038
H  -3.6095  1.1766  1.7555
H  -2.8215  -0.3812  2.0470
H  -5.8725  -1.5822  0.9993
H  -5.9312  -1.9961  -1.7312
H  -4.6407  -1.1098  -3.6425
H  -2.9190  -1.2395  -3.1933
H  -3.6618  0.3544  -3.3792
C  -1.9825  -3.0786  -0.0536
S  -0.5674  -2.3621  -0.9081
C  0.6286  -3.6452  -0.4964
H  -1.7337  -3.2251  0.9959
H  -2.2503  -4.0271  -0.5182
H  -2.8281  -2.3909  -0.1121
H  0.3055  -4.5918  -0.9271
H  0.7109  -3.7267  0.5870
H  1.5905  -3.3469  -0.8992
C  1.6411  -0.4502  4.4351
Ge  -0.1968  -0.1777  3.7946
C  -1.4118  -1.1027  5.0483
C  -0.5558  1.7518  3.9817
C  -0.4262  -0.8800  2.0109
H  1.7498  -0.1862  5.4892
H  2.3314  0.1599  3.8491
H  1.9339  -1.4932  4.3050
H  -1.3013  -0.7276  6.0681
H  -1.1893  -2.1718  5.0529
H  -2.4566  -0.9815  4.7520
H  -0.4461  2.0387  5.0300
H  -1.5590  2.0371  3.6607
H  0.1684  2.3257  3.4034
H  -0.4301  -1.9819  2.0677

Its multiplicity is 3. As for the molar mass: 668.2 g/mol. The value obtained for the HOMO-LUMO gap (alpha / beta) is 7.0158 / 6.9802 eV. The net charge is 0. For the HOMO energy (alpha / beta), the calculation gives -6.8 / -6.7 eV.

Results of the Löwdin charge analysis, in e, for atoms 1 through 5: V 0.32; N 0.09; C -0.32; C -0.03; C -0.06


Q: Which of these has the lowest multiplicity?
A: C21H33GeN6O2S2SeV